# 1
C5H6LiO3 | ωB97M-V/def2-TZVPD

Energy relative to the best compared isomer or geometry (same formula, charge and spin) = 215.9 kJ/mol
Orbital gap (spin up / spin down) = 5.430 / 7.093 eV
⟨S²⟩ = 0.772
HOMO energy (spin up / spin down) = -5.9 / -7.5 eV
Calculated total energy = -11626.03066 eV

Structure (ORCA input):
```
! wB97M-V def2-TZVPD RIJCOSX def2/J DEFGRID3
* xyz 0 2
O -0.350 5.489 1.703
C 0.024 4.399 1.647
O 0.418 3.307 1.588
C -0.632 -3.266 -0.353
C -0.734 -1.922 -0.522
C 0.310 -0.959 -0.247
C 0.405 0.321 -1.038
O 1.309 1.223 -0.608
H 0.329 -3.737 -0.128
H -1.521 -3.892 -0.250
H -1.739 -1.495 -0.633
H 1.291 -1.464 -0.135
H -0.449 0.192 0.137
Li 0.915 1.655 0.979
H 0.424 0.149 -2.140
*
```

Atom charges from the Löwdin analysis, given in e for atoms 1 to 2: atom 1 (O): 0.27, atom 2 (C): -0.35

# 2
C4H8N2O | ωB97M-V/def2-TZVPD

Energy relative to the best compared isomer or geometry (same formula, charge and spin) = 136.6 kJ/mol
Orbital gap (spin up / spin down) = 9.915 / 6.401 eV
⟨S²⟩ = 0.761
HOMO energy (spin up / spin down) = -14.8 / -14.8 eV
Calculated total energy = -9295.89712 eV

Structure (ORCA input):
```
! wB97M-V def2-TZVPD RIJCOSX def2/J DEFGRID3
* xyz 1 2
C -0.072 -1.389 1.203
C -0.364 -0.436 0.069
C -0.300 -0.880 -1.274
N -0.593 0.233 -1.988
C -0.871 1.269 -1.049
N -0.957 0.790 0.178
H 0.990 -1.568 1.423
H -0.442 -1.225 2.207
H -0.507 -2.433 0.924
H -0.221 -1.786 -1.846
H 0.013 0.415 -2.791
H -0.971 2.278 -1.430
H 0.827 2.036 1.578
H 1.725 0.964 1.109
O 1.742 1.733 1.688
*
```

Atom charges from the Löwdin analysis, given in e for atoms 1 to 2: atom 1 (C): 0.01, atom 2 (C): -0.23